i.
# C6H15N2

The ion C6H15N2 with charge +1 (ωB97M-V with the def2-TZVPD basis set, the Open Molecules 2025 dataset).

- SMILES string = CCCCCNC=[NH2+]
- HOMO (Eh) = -0.5196
- net charge = +1

Geometry (Å):
C1 2.53 1.15 1.67
C2 1.10 0.67 1.95
C3 0.02 1.46 1.14
C4 0.20 1.36 -0.38
C5 0.38 -0.01 -0.95
N1 -0.77 -0.71 -1.44
C6 -1.30 -1.78 -0.86
N2 -2.40 -2.27 -1.39
H1 3.18 0.31 1.95
H2 2.87 2.01 2.25
H3 2.66 1.40 0.62
H4 0.90 0.79 3.01
H5 1.07 -0.42 1.88
H6 -0.88 0.86 1.41
H7 -0.02 2.48 1.49
H8 1.10 1.90 -0.71
H9 -0.54 2.01 -0.91
H10 1.19 0.13 -1.71
H11 0.88 -0.58 -0.15
H12 -1.21 -0.25 -2.23
H13 -0.55 -2.18 -0.14
H14 -3.12 -1.67 -1.76
H15 -2.75 -3.17 -1.09



ii.
# C6H15N2

A cluster of 2 separate species, C6H15N2 in total (ωB97M-V with the def2-TZVPD basis set, the Open Molecules 2025 dataset).

- HOMO (Eh) = -0.4785
- net charge = +1

Geometry (Å):
C1 1.32 -1.27 1.72
C2 1.49 -0.53 0.73
C3 2.11 -0.59 -1.57
C4 1.65 1.54 -0.01
C5 -2.19 1.04 0.71
C6 -1.94 -1.09 -0.29
N1 1.80 0.09 -0.32
N2 -1.33 -0.19 0.66
H1 0.35 -1.65 1.80
H2 2.17 -1.58 2.30
H3 2.14 -1.73 -1.37
H4 1.36 -0.28 -2.29
H5 3.10 -0.42 -1.95
H6 0.65 1.62 -0.01
H7 2.11 1.91 0.98
H8 2.03 2.10 -0.85
H9 -1.82 1.55 -0.21
H10 -3.23 0.72 0.62
H11 -2.18 1.55 1.73
H12 -2.34 -0.41 -1.14
H13 -1.41 -1.97 -0.72
H14 -2.86 -1.45 0.03
H15 -1.46 -0.49 1.64



iii.
# C6H15N2

The ion C6H15N2 with charge +1 (ωB97M-V with the def2-TZVPD basis set, the Open Molecules 2025 dataset).

- SMILES string = C/C(N)=C/CCC[NH3+]
- HOMO (Eh) = -0.4529
- net charge = +1

Geometry (Å):
C1 0.80 0.10 -1.63
C2 -0.39 0.98 -1.73
C3 -1.39 1.12 -0.53
N1 0.43 0.33 1.63
C4 -0.61 -0.55 1.28
C5 -1.35 -0.27 0.16
C6 -0.44 -2.02 1.76
N2 1.83 0.48 -0.64
H1 1.46 0.15 -2.50
H2 0.47 -0.92 -1.43
H3 -0.19 2.14 -1.83
H4 -1.05 0.56 -2.55
H5 -2.45 1.29 -0.69
H6 -1.00 1.94 0.13
H7 1.01 0.07 2.54
H8 -0.05 1.24 1.76
H9 -2.16 -0.82 -0.21
H10 -0.38 -2.64 0.75
H11 0.48 -2.40 2.37
H12 -1.34 -2.24 2.31
H13 1.40 0.61 0.39
H14 2.37 1.22 -0.85
H15 2.55 -0.34 -0.48



Which of them is most stable? Easy: i.



i.
# C6H15N2

The ion C6H15N2 with charge +1 (ωB97M-V with the def2-TZVPD basis set, the Open Molecules 2025 dataset).

- SMILES string = CNC[C@H]1CCC[NH2+]1
- HOMO (Eh) = -0.4947
- net charge = +1

Geometry (Å):
C1 0.19 -1.21 0.27
N1 -1.11 -1.14 0.90
C2 -2.05 -2.23 0.54
C3 0.97 0.08 0.52
N2 0.06 1.22 0.73
C4 -0.35 1.70 -0.70
C5 0.85 1.37 -1.59
C6 1.77 0.50 -0.74
H1 0.15 -1.44 -0.80
H2 0.86 -2.03 0.58
H3 -0.93 -1.25 1.90
H4 -2.39 -2.06 -0.48
H5 -1.54 -3.18 0.47
H6 -2.86 -2.18 1.24
H7 1.70 0.04 1.33
H8 0.47 2.08 1.09
H9 -0.86 0.99 1.12
H10 -1.20 1.11 -1.03
H11 -0.64 2.74 -0.55
H12 1.36 2.25 -1.98
H13 0.43 0.89 -2.47
H14 2.15 -0.38 -1.27
H15 2.68 0.98 -0.42



ii.
# C6H15N2

A cluster of 2 separate species, C6H15N2 in total (ωB97M-V with the def2-TZVPD basis set, the Open Molecules 2025 dataset).

- HOMO (Eh) = -0.4963
- net charge = +1

Geometry (Å):
C1 -1.43 -2.30 0.22
C2 -1.94 -1.99 1.64
C3 2.65 0.80 0.80
C4 0.74 0.84 -1.81
C5 -0.63 1.67 -0.09
C6 1.46 0.52 0.36
N1 -1.11 -1.43 -0.69
N2 0.74 1.45 -0.45
H1 -2.81 -2.54 1.80
H2 -2.18 -0.92 1.65
H3 -1.17 -2.02 2.38
H4 3.06 -0.10 1.33
H5 3.19 1.77 0.84
H6 -1.53 -3.36 0.18
H7 0.38 1.63 -2.56
H8 1.86 0.64 -2.01
H9 0.04 0.01 -1.96
H10 -1.21 2.01 -0.95
H11 -0.93 0.79 0.49
H12 -0.69 2.44 0.66
H13 0.97 -0.50 0.37
H14 -0.68 -1.77 -1.47
H15 1.21 2.35 -0.71



iii.
# C6H15N2

The ion C6H15N2 with charge +1 (ωB97M-V with the def2-TZVPD basis set, the Open Molecules 2025 dataset).

- SMILES string = [H]/N=[N+](/C)C(C)(C)CC
- HOMO (Eh) = -0.5799
- net charge = +1

Geometry (Å):
C1 2.00 -0.31 0.83
C2 0.11 -0.90 -1.36
C3 -1.81 -0.68 0.41
C4 -0.51 1.75 -1.14
C5 0.65 -0.95 1.12
C6 -0.29 -0.36 0.08
N1 -0.21 1.68 1.16
N2 -0.29 1.11 0.13
H1 2.28 0.69 1.22
H2 2.13 -0.13 -0.32
H3 2.76 -0.96 1.06
H4 0.98 -0.24 -1.74
H5 -0.71 -0.93 -2.14
H6 0.30 -1.97 -1.13
H7 -2.04 -0.54 1.45
H8 -2.37 0.05 -0.24
H9 -2.00 -1.65 0.04
H10 0.15 1.46 -1.89
H11 -0.42 2.83 -1.24
H12 -1.55 1.71 -1.49
H13 0.34 -0.76 2.11
H14 0.71 -2.00 1.06
H15 -0.21 1.11 2.01



Which of them is most stable? Easy: i.



i.
# C2H11NO3

A cluster of 3 separate species, C2H11NO3 in total (ωB97M-V with the def2-TZVPD basis set, the Open Molecules 2025 dataset).

- SMILES string = CNCO.O.O
- HOMO (Eh) = -0.3125
- net charge = 0

Geometry (Å):
C1 -1.83 0.62 -1.12
N1 -0.81 -0.37 -1.25
C2 -0.78 -1.49 -0.46
O1 0.27 -1.50 0.45
H1 -2.85 0.23 -0.83
H2 -1.92 1.00 -2.10
H3 -1.63 1.45 -0.42
H4 0.05 -0.27 -1.88
H5 -1.67 -1.57 0.04
H6 -0.59 -2.43 -1.03
H7 0.67 -0.69 0.60
H8 1.64 2.60 -0.25
H9 2.10 1.95 -1.51
O2 1.95 1.78 -0.57
H10 0.49 1.10 2.31
H11 1.45 -0.08 2.24
O3 0.72 0.28 2.76



ii.
# C2H11NO3

A cluster of 4 separate species, C2H11NO3 in total (ωB97M-V with the def2-TZVPD basis set, the Open Molecules 2025 dataset).

- HOMO (Eh) = -0.3569
- net charge = 0

Geometry (Å):
C1 -0.31 -0.46 1.19
N1 -1.28 0.12 0.38
C2 -1.08 1.47 0.32
O1 -0.78 -0.83 -1.87
H1 -0.52 -1.51 1.33
H2 -0.12 0.08 2.12
H3 0.69 -0.35 0.58
H4 -1.08 -0.31 -0.66
H5 -1.61 2.06 -0.43
H6 0.03 1.53 0.24
H7 -1.26 1.84 1.33
H8 0.56 -1.16 -1.37
H9 2.19 -1.62 -1.08
O2 1.30 -1.57 -0.75
H10 -0.87 -1.58 -2.46
H11 2.52 1.07 0.40
O3 1.62 1.22 0.74



Which of them is most stable? Easy: i.